# 1
An isolated ion of composition C5H10N and charge +2, computed with the ωB97M-V functional and the def2-TZVPD basis.

M in g mol⁻¹: 84.14
Energy above the lowest of the compared OMol25 structures with the same formula, charge and spin in kcal per mole: 42.1
Total charge: +2
Frontier orbital gap (spin up / spin down) in eV: 9.96 / 6.39
Spin multiplicity: 2

Positions of all 16 atoms, in Å:
C: -0.026 -0.525 -2.374
C: -0.033 -0.970 -0.902
C: 0.255 0.112 0.215
C: 1.149 1.038 0.410
C: -0.737 0.714 2.419
N: -0.640 -0.055 1.432
H: -0.622 0.454 -2.336
H: 0.937 -0.316 -2.714
H: -0.395 -1.485 -2.889
H: -0.941 -1.511 -0.733
H: 0.714 -1.657 -0.754
H: 1.712 1.464 -0.381
H: 1.472 1.517 1.333
H: -1.447 0.444 3.210
H: -0.106 1.642 2.716
H: -1.292 -0.868 1.349


# 2
The molecule C5H10N2, computed with the ωB97M-V functional and the def2-TZVPD basis.

M in g mol⁻¹: 98.15
Energy above the lowest of the compared OMol25 structures with the same formula, charge and spin in kcal per mole: 64.1
Total charge: 0
Frontier orbital gap in eV: 7.42

Positions of all 17 atoms, in Å:
C: -1.833 -0.877 0.527
C: -0.276 0.792 -1.583
C: 1.533 0.586 1.285
C: -0.082 -0.500 -0.843
C: 0.136 0.104 1.479
N: -0.563 -0.477 0.523
N: 0.468 -1.555 -1.242
H: 0.842 -1.518 -2.186
H: -2.388 -0.816 1.444
H: -2.255 -1.401 -0.305
H: -0.327 0.156 2.449
H: -0.030 0.677 -2.639
H: -1.304 1.132 -1.476
H: 0.374 1.560 -1.168
H: 2.094 0.459 2.214
H: 1.572 1.654 1.023
H: 2.040 0.023 0.498


Largest force on an atom, respectively: 7.49; 1.36 eV/Å.